Density functional theory data (the ωB97M-V functional and the def2-TZVPD basis) for a molecular structure, C11H11N2O.

## Properties
- frontier orbital gap (eV) = 8.36
- strongest force on any atom (eV/A) = 4.9
- relative energy (zero: lowest compared OMol25 entry of this formula, charge and spin) (kcal per mole) = 62.01
- charge = +1
- E_LUMO (eV) = -4.466

XYZ file:
```
25
Properties=species:S:1:pos:R:3:forces:R:3
C 3.625 0.875 0.004 -1.3 0.3 0.4
C 2.689 1.924 0.111 3.3 2.3 -1.7
C 3.218 -0.421 0.001 -4.5 2.0 -0.6
C 1.382 1.684 0.160 -3.3 0.0 -0.3
C 1.787 -0.667 -0.089 1.9 0.6 1.3
C 0.896 0.400 0.043 0.6 -2.1 0.1
C 1.223 -1.982 -0.030 -2.4 1.8 -0.5
C -0.696 -1.317 -0.056 3.6 -0.4 0.8
C -2.803 0.265 -0.455 -1.4 1.2 -1.0
C -1.604 0.930 0.121 3.4 1.5 0.2
C -3.077 -1.016 0.303 2.1 1.2 1.3
N -0.454 -0.002 0.073 -1.6 -1.3 -0.6
N -1.863 -1.865 0.086 -0.4 1.8 0.0
O 1.516 -3.085 0.069 0.2 -1.3 0.1
H 4.627 1.032 -0.221 1.6 0.7 0.0
H 3.034 3.004 -0.169 -0.5 -2.0 1.2
H 3.867 -1.125 -0.289 2.3 -2.9 -0.4
H 0.617 2.445 0.086 0.5 0.5 0.3
H -3.600 1.034 -0.495 0.0 -0.8 0.7
H -2.766 -0.021 -1.497 0.8 0.2 -0.5
H -1.085 1.870 -0.284 -2.0 -1.1 -0.2
H -1.671 1.159 1.182 -0.8 0.1 0.2
H -3.007 -0.692 1.402 -1.3 -1.3 -1.3
H -3.845 -1.583 -0.175 -1.2 -0.1 0.7
H -2.009 -2.843 0.120 0.4 -1.0 -0.2
```
Forces are in eV/Å.

---

Density functional theory data (the ωB97M-V functional and the def2-TZVPD basis) for 2 unconnected molecules or ions with the total composition C3H5NO.

## Properties
- structure (SMILES) = C1=NC1.C=O
- frontier orbital gap (eV) = 10.46
- strongest force on any atom (eV/A) = 1.3
- relative energy (zero: lowest compared OMol25 entry of this formula, charge and spin) (kcal per mole) = 79.98
- E_LUMO (eV) = 0.508

XYZ file:
```
10
Properties=species:S:1:pos:R:3:forces:R:3
C -1.450 1.247 -0.169 0.4 -0.1 -0.8
O -0.772 1.149 -1.157 -0.1 0.2 -0.1
C 0.947 -1.014 -0.570 0.9 -0.9 0.1
C 1.014 -0.386 0.717 0.0 0.0 0.0
N 1.898 -1.262 0.715 -0.7 0.3 -0.7
H -1.862 0.323 0.270 -0.2 0.3 0.4
H -1.635 2.250 0.248 -0.3 -0.2 0.4
H 0.605 0.380 1.360 0.1 0.0 0.2
H 1.460 -0.610 -1.445 -0.2 0.1 0.4
H 0.256 -1.834 -0.780 0.1 0.3 0.2
```
Forces are in eV/Å.

---

Density functional theory data (the ωB97M-V functional and the def2-TZVPD basis) for a molecular structure, C11H10ClNOSm.

## Properties
- 2S+1 = 6
- frontier orbital gap (spin up / spin down) (eV) = 6.28 / 6.75
- strongest force on any atom (eV/A) = 3.2
- relative energy (zero: lowest compared OMol25 entry of this formula, charge and spin) (kcal per mole) = 0.00
- <S²> = 8.769
- charge = -1
- E_LUMO (spin up / spin down) (eV) = 2.093 / 2.546

XYZ file:
```
25
Properties=species:S:1:pos:R:3:forces:R:3
C -1.596 0.569 2.373 -0.4 0.6 -1.0
C -1.607 1.126 1.027 0.4 0.2 0.4
C -0.283 1.662 0.783 -0.8 0.7 0.8
H -2.475 1.248 0.357 0.6 -0.2 0.4
C 0.492 1.424 1.950 -0.3 -0.3 0.3
C -0.343 0.765 2.924 1.3 0.6 -0.9
H -0.014 0.425 3.902 -0.1 0.1 -0.3
H -2.394 0.107 2.955 0.0 0.0 -0.6
H 0.072 2.215 -0.085 -0.3 -0.2 0.1
H 1.538 1.722 2.104 -0.6 -0.2 -0.1
Sm 0.038 -0.791 0.331 0.1 -1.7 0.3
Cl -0.348 -3.169 -0.679 -0.3 0.0 0.4
C 0.869 -1.231 -2.799 0.0 0.1 -0.1
C 1.827 -0.193 -2.582 0.0 -0.1 -0.1
C 1.159 1.059 -2.735 -0.4 0.3 -0.2
H 2.926 -0.339 -2.527 -0.9 0.1 0.1
C -0.222 0.796 -3.005 0.5 0.3 -0.1
C -0.407 -0.615 -3.024 0.3 -0.2 -0.1
H -1.328 -1.141 -3.351 0.8 0.4 0.5
H 1.114 -2.300 -2.972 -0.3 1.0 0.5
H 1.653 2.053 -2.830 -0.5 -0.9 0.4
H -0.965 1.555 -3.340 0.6 -0.7 0.6
O 0.188 -2.658 4.911 -0.1 0.7 -1.8
C 0.105 -2.314 3.745 -0.2 0.4 -2.4
N 0.001 -1.977 2.564 0.8 -1.1 3.0
```
Forces are in eV/Å.

---

Density functional theory data (the ωB97M-V functional and the def2-TZVPD basis) for C8H8O2 in the gas phase.

## Properties
- frontier orbital gap (spin up / spin down) (eV) = 8.41 / 8.41
- strongest force on any atom (eV/A) = 4.2
- relative energy (zero: lowest compared OMol25 entry of this formula, charge and spin) (kcal per mole) = 158.95
- E_LUMO (spin up / spin down) (eV) = 0.445 / 0.445

XYZ file:
```
18
Properties=species:S:1:pos:R:3:forces:R:3
C 0.613 -0.935 0.726 -0.2 -0.1 -0.5
C -0.555 -1.100 -0.270 2.2 1.7 2.5
C 0.305 0.457 -0.864 -3.5 0.4 0.2
C 1.207 0.173 0.283 -1.1 -2.2 0.2
C -1.708 -0.271 0.137 -2.7 -3.0 1.1
C -1.641 0.976 -0.155 3.7 -0.2 -1.7
C -0.109 -0.792 -1.610 3.2 -1.0 -0.3
C 2.382 0.770 0.899 -0.6 1.4 -0.2
O -2.727 -1.045 0.762 0.7 -0.6 -0.5
O -2.018 2.226 -0.113 -0.2 1.5 -1.9
H 0.824 -1.519 1.597 0.0 -0.4 0.3
H 0.742 -1.411 -2.018 -0.9 0.7 0.6
H -0.983 -0.894 -2.133 -1.6 0.9 -2.4
H 2.817 0.027 1.496 0.7 -0.9 1.1
H 3.090 1.062 0.179 1.1 0.6 -1.0
H 2.133 1.632 1.514 0.0 0.2 0.1
H -2.496 -2.021 0.605 -0.3 2.2 0.2
H -1.877 2.664 -1.034 -0.4 -1.2 2.3
```
Forces are in eV/Å.

---

Density functional theory data (the ωB97M-V functional and the def2-TZVPD basis) for a gas-phase ion, CH3N2O2S (charge +1).

## Properties
- structure (SMILES) = C#[N+]S(N)(=O)=O
- frontier orbital gap (eV) = 10.77
- strongest force on any atom (eV/A) = 16.4
- relative energy (zero: lowest compared OMol25 entry of this formula, charge and spin) (kcal per mole) = 85.42
- charge = +1
- E_LUMO (eV) = -6.234

XYZ file:
```
9
Properties=species:S:1:pos:R:3:forces:R:3
C -1.386 1.919 -0.043 12.2 -10.8 -2.0
N -0.375 1.016 -0.225 -12.1 11.0 1.7
N 0.069 -1.505 -0.108 0.9 0.5 0.0
O 1.864 0.043 -0.956 -0.1 -0.2 -0.2
O 1.207 0.088 1.466 0.0 -0.2 0.1
S 1.006 -0.226 0.115 -0.7 -1.2 0.2
H -2.136 2.671 0.041 -0.6 0.5 0.0
H 0.125 -2.043 -0.961 0.2 0.2 -0.3
H -0.374 -1.965 0.672 0.1 0.2 0.4
```
Forces are in eV/Å.

---

Density functional theory data (the ωB97M-V functional and the def2-TZVPD basis) for 2 unconnected molecules or ions with the total composition C2H3BrO2.

## Properties
- frontier orbital gap (eV) = 11.10
- strongest force on any atom (eV/A) = 6.0
- relative energy (zero: lowest compared OMol25 entry of this formula, charge and spin) (kcal per mole) = 159.08
- E_LUMO (eV) = 0.530

XYZ file:
```
8
Properties=species:S:1:pos:R:3:forces:R:3
C 0.126 0.400 -0.532 4.4 -3.4 -2.2
C -0.364 -0.617 0.571 -0.2 2.3 -0.4
O -0.607 1.261 -1.212 -4.0 -0.7 -2.9
O 0.300 1.736 -0.294 2.4 1.1 3.1
Br 1.183 -1.298 1.513 -0.4 0.4 0.0
H 1.420 -0.070 -1.542 -3.3 0.7 2.8
H -0.999 -1.472 0.390 0.3 -0.1 -1.2
H -1.060 0.059 1.105 0.8 -0.3 0.8
```
Forces are in eV/Å.

---

Density functional theory data (the ωB97M-V functional and the def2-TZVPD basis) for CH3N2P in the gas phase.

## Properties
- structure (SMILES) = N#CPN
- frontier orbital gap (eV) = 9.92
- strongest force on any atom (eV/A) = 3.3
- relative energy (zero: lowest compared OMol25 entry of this formula, charge and spin) (kcal per mole) = 13.70
- E_LUMO (eV) = 0.151

XYZ file:
```
7
Properties=species:S:1:pos:R:3:forces:R:3
C -1.480 -0.138 -0.105 -0.3 0.2 0.0
N -2.445 -0.746 -0.186 -0.7 -0.5 0.2
N 1.092 -0.230 0.462 -3.0 1.4 -0.5
P -0.122 0.979 -0.232 2.2 -1.5 -0.1
H 0.814 -0.040 1.417 1.8 -0.6 0.6
H 2.039 -0.199 0.111 0.0 0.5 0.7
H 0.102 0.374 -1.466 0.0 0.6 -1.0
```
Forces are in eV/Å.